# 1
# C9H6ClNO3S

3 unconnected molecules or ions with the total composition C9H6ClNO3S (ωB97M-V/def2-TZVPD, the OMol25 dataset).

Structure (XYZ):
```
21
Properties=species:S:1:pos:R:3
C -1.25 -0.19 0.20
C -0.49 0.59 1.09
C -0.74 -1.02 -0.73
C 0.87 0.31 1.14
C 0.65 -1.09 -0.88
C 1.42 -0.45 0.04
C 2.89 -0.64 0.16
C 3.95 -1.15 -0.19
C 1.81 3.54 1.05
N 1.91 3.25 -0.11
O 1.97 3.80 2.19
O 0.02 1.78 -1.73
O -0.32 0.19 -3.65
S 0.58 0.86 -2.70
Cl 5.49 -1.64 -0.12
H -2.38 -0.02 0.35
H -1.06 1.23 1.76
H -1.33 -1.63 -1.41
H 1.60 0.70 1.85
H 1.27 -1.79 -1.53
H 1.24 2.74 -0.80
```

gap between HOMO and LUMO = 0.2863 Ha
relative energy (zero: lowest compared OMol25 entry of this formula, charge and spin) = 1.888 eV
charge = 0
maximum force = 4.50 eV/A
HOMO level = -9.3 eV
spin multiplicity = 1

# 2
# C9H6ClO4S

A gas-phase ion, C9H6ClO4S (charge -1) (ωB97M-V/def2-TZVPD, the OMol25 dataset).

Structure (XYZ):
```
21
Properties=species:S:1:pos:R:3
C 0.81 -0.75 2.45
C 1.99 -0.56 1.76
C -0.39 -0.75 1.76
C 1.96 -0.38 0.39
C -0.44 -0.55 0.39
C 0.76 -0.37 -0.31
C -1.80 -0.60 -0.29
C 0.76 -0.13 -1.80
C -2.27 0.65 -0.67
O 0.02 1.02 -2.17
O -2.40 -1.68 -0.30
O -1.52 2.86 -1.91
O -0.24 2.18 0.04
S -1.01 1.79 -1.11
Cl -3.64 0.82 -1.71
H 0.82 -0.89 3.52
H 2.94 -0.55 2.28
H -1.32 -0.90 2.30
H 2.89 -0.23 -0.15
H 1.79 0.01 -2.16
H 0.32 -0.99 -2.31
```

gap between HOMO and LUMO (alpha / beta) = 0.1502 / 0.2536 Ha
charge = -1
maximum force = 4.48 eV/A
HOMO level (alpha / beta) = -0.6 / -5.4 eV
spin multiplicity = 3

# 3
# C9H6CrN2O4

A molecular structure, C9H6CrN2O4 (ωB97M-V/def2-TZVPD, the OMol25 dataset).

Structure (XYZ):
```
22
Properties=species:S:1:pos:R:3
O -0.21 -2.75 -0.56
C 0.05 -1.64 -0.30
Cr 0.75 -0.05 0.40
O -4.50 0.14 -2.27
C -3.41 -0.15 -2.38
C 2.32 -0.01 -0.66
O 3.18 -0.01 -1.45
C -0.08 1.57 -0.01
O -0.45 2.66 -0.18
N -1.39 -1.22 6.02
C -0.93 -0.90 4.78
C 0.45 -0.70 4.52
C 0.89 -0.52 3.23
N 0.00 -0.39 2.19
C -1.33 -0.60 2.41
C -1.83 -0.79 3.69
H -0.76 -1.35 6.80
H -2.37 -1.41 6.17
H 1.15 -0.74 5.35
H 1.94 -0.48 2.94
H -1.98 -0.60 1.52
H -2.90 -0.90 3.86
```

gap between HOMO and LUMO (alpha / beta) = 0.2420 / 0.1345 Ha
relative energy (zero: lowest compared OMol25 entry of this formula, charge and spin) = 0.660 eV
charge = +3
maximum force = 10.09 eV/A
HOMO level (alpha / beta) = -20.7 / -20.7 eV
spin multiplicity = 4

# 4
# C9H6F2

C9H6F2 in the gas phase (ωB97M-V/def2-TZVPD, the OMol25 dataset).

Structure (XYZ):
```
17
Properties=species:S:1:pos:R:3
C -0.17 -1.56 -0.22
C 0.62 -1.43 0.94
C -0.70 -0.46 -0.88
C 0.87 -0.18 1.39
C -0.45 0.85 -0.41
C 0.52 0.97 0.64
C -1.14 1.92 -1.01
C -1.26 3.01 -0.24
C 1.06 2.18 0.84
F -1.59 4.14 -0.80
F 1.50 2.51 2.06
H -0.29 -2.60 -0.51
H 0.97 -2.37 1.53
H -1.39 -0.73 -1.72
H 1.52 -0.15 2.31
H -1.65 1.72 -1.88
H 0.94 3.19 0.35
```

gap between HOMO and LUMO (alpha / beta) = 0.2387 / 0.2707 Ha
relative energy (zero: lowest compared OMol25 entry of this formula, charge and spin) = 2.060 eV
charge = 0
maximum force = 4.60 eV/A
HOMO level (alpha / beta) = -7.7 / -8.4 eV
spin multiplicity = 1

# 5
# C9H6F3NO2

C9H6F3NO2 in the gas phase (ωB97M-V/def2-TZVPD, the OMol25 dataset).

Structure (XYZ):
```
21
Properties=species:S:1:pos:R:3
C -1.14 -0.96 -2.71
C 0.20 -1.09 -2.42
C -1.95 -0.60 -1.63
C 0.38 -0.83 -0.98
C -1.11 -0.47 -0.44
C -0.03 0.56 -0.44
C 1.83 0.38 1.21
C 0.64 -0.15 1.87
C 0.24 0.47 3.18
N -0.31 -1.55 -0.02
O 0.54 0.90 0.83
O -0.04 1.70 -1.17
F 1.12 1.37 3.69
F -0.93 1.12 3.07
F 0.08 -0.46 4.13
H -1.55 -1.12 -3.69
H 1.00 -1.35 -3.09
H -3.02 -0.47 -1.63
H 2.47 1.15 1.64
H 2.30 -0.25 0.45
H -0.74 1.66 -1.84
```

gap between HOMO and LUMO (alpha / beta) = 0.2034 / 0.1906 Ha
relative energy (zero: lowest compared OMol25 entry of this formula, charge and spin) = 7.043 eV
charge = 0
maximum force = 1.57 eV/A
HOMO level (alpha / beta) = -7.1 / -6.9 eV
spin multiplicity = 1

# 6
# C9H6FNO2

C9H6FNO2 in the gas phase (ωB97M-V/def2-TZVPD, the OMol25 dataset).

Structure (XYZ):
```
19
Properties=species:S:1:pos:R:3
C 0.05 -2.37 -0.44
C 0.52 -1.96 0.85
C -0.50 -1.49 -1.35
C 0.46 -0.51 1.13
C -0.38 -0.12 -1.23
C 0.10 0.25 0.01
C 0.73 0.16 2.37
C 0.29 1.65 2.26
C -0.77 0.98 -2.25
N 0.34 2.06 0.91
O 1.34 -0.17 3.36
O 0.11 2.38 3.19
F -0.50 3.04 0.47
H 0.27 -3.36 -0.92
H 1.08 -2.66 1.49
H -0.75 -1.73 -2.36
H -0.07 1.89 -2.04
H -0.55 0.67 -3.29
H -1.78 1.30 -2.16
```

gap between HOMO and LUMO = 0.3144 Ha
relative energy (zero: lowest compared OMol25 entry of this formula, charge and spin) = 2.939 eV
charge = 0
maximum force = 4.92 eV/A
HOMO level = -9.8 eV
spin multiplicity = 1

# 7
# C9H6N4O

C9H6N4O in the gas phase (ωB97M-V/def2-TZVPD, the OMol25 dataset).

Structure (XYZ):
```
20
Properties=species:S:1:pos:R:3
C -1.50 -0.15 -1.68
C 1.59 3.21 0.02
C -0.35 2.01 0.75
C -0.33 0.02 -1.00
C -0.29 -0.37 0.44
C 1.31 -0.51 0.71
C 0.89 0.48 -1.36
C -1.20 -1.49 0.97
C 0.23 2.93 0.00
N -2.49 -0.07 -2.19
N 2.70 3.42 -0.06
N -0.46 0.89 1.18
N 1.83 0.32 -0.36
O 1.89 -0.96 1.65
H 1.12 1.03 -2.22
H -2.22 -1.30 0.79
H -0.84 -1.77 1.89
H -0.86 -2.38 0.44
H -0.34 3.74 -0.43
H 2.66 0.90 -0.24
```

gap between HOMO and LUMO = 0.3268 Ha
relative energy (zero: lowest compared OMol25 entry of this formula, charge and spin) = 3.083 eV
charge = 0
structure (SMILES) = C[C@@]1(N=C=CC#N)C(=O)NC=C1C#N
maximum force = 6.15 eV/A
HOMO level = -9.5 eV
spin multiplicity = 1

# 8
# C9H78Br2O37

36 unconnected molecules or ions with the total composition C9H78Br2O37 (ωB97M-V/def2-TZVPD, the OMol25 dataset).

Structure (XYZ):
```
126
Properties=species:S:1:pos:R:3
C -0.94 1.00 1.46
C -1.37 0.94 0.35
C -1.64 0.92 -1.12
C -1.62 2.46 -1.42
O -2.22 3.32 -0.90
O -0.71 2.76 -2.42
C 0.32 1.75 -2.51
C -0.27 0.51 -1.77
C -0.16 -0.70 -2.67
Br -0.72 -0.56 -4.53
C 0.35 -1.84 -2.26
C 0.83 -2.07 -0.83
Br 0.54 -3.36 -3.42
H -0.41 0.95 2.38
H -2.54 0.39 -1.42
H 0.47 1.66 -3.58
H 1.26 1.94 -1.99
H 0.38 0.41 -0.91
H 0.05 -1.68 -0.18
H 1.04 -3.11 -0.63
H 1.70 -1.41 -0.67
O 0.31 2.52 3.87
H 0.54 3.46 3.87
H -0.30 2.43 4.61
O -2.00 -2.11 0.98
H -1.79 -1.16 1.05
H -2.59 -2.27 1.74
O 1.46 4.19 -3.92
H 1.96 4.92 -3.52
H 0.78 3.98 -3.27
O 3.96 5.53 -2.13
H 4.33 4.99 -2.84
H 4.66 5.56 -1.47
O 2.00 2.27 6.08
H 2.88 2.65 5.98
H 1.73 2.06 5.17
O -1.69 -0.90 3.89
H -1.17 -0.17 4.24
H -2.40 -1.00 4.54
O 1.73 -0.89 -7.41
H 1.36 -0.08 -7.78
H 1.26 -1.00 -6.57
O -5.14 -2.46 0.37
H -5.27 -3.40 0.57
H -4.18 -2.36 0.36
O -4.18 -0.30 2.67
H -3.31 0.08 2.54
H -4.49 -0.51 1.78
O 4.66 3.60 6.50
H 4.66 4.54 6.70
H 5.58 3.34 6.57
O -4.19 -5.15 -0.46
H -4.40 -5.87 -1.07
H -3.51 -4.64 -0.92
O -7.15 -4.44 -1.58
H -6.64 -3.73 -1.19
H -7.85 -4.61 -0.95
O -3.55 -2.36 -2.48
H -3.92 -1.55 -2.84
H -4.00 -2.45 -1.63
O -4.93 -7.43 1.51
H -4.49 -8.28 1.43
H -4.54 -6.89 0.82
O -8.22 -1.50 0.88
H -8.23 -0.57 1.14
H -7.29 -1.73 0.92
O -3.10 -5.14 2.39
H -2.23 -4.74 2.31
H -3.38 -5.30 1.48
O 4.96 0.56 6.44
H 5.01 0.01 7.23
H 4.08 0.94 6.48
O 5.47 5.01 8.70
H 5.30 4.09 8.94
H 6.43 5.08 8.72
O 0.07 5.32 4.39
H -0.27 6.09 3.91
H -0.39 5.35 5.24
O 3.26 -4.92 -2.00
H 3.07 -5.63 -2.62
H 3.92 -4.39 -2.45
O -2.24 -8.74 1.88
H -2.27 -7.81 2.13
H -1.31 -8.96 1.91
O -6.50 0.63 -0.05
H -7.02 1.44 -0.02
H -7.02 0.04 -0.61
O -0.90 -0.23 -9.10
H -1.76 -0.55 -9.38
H -0.44 -1.02 -8.80
O 2.92 -0.06 8.63
H 2.60 0.73 8.17
H 2.44 -0.05 9.46
O -7.06 1.44 -2.71
H -6.18 1.82 -2.79
H -7.33 1.29 -3.63
O 4.11 2.11 -4.30
H 3.54 2.88 -4.24
H 3.61 1.49 -4.85
O 8.08 5.72 10.34
H 8.60 6.44 10.70
H 7.37 5.60 10.97
O -1.41 5.41 -4.07
H -1.50 4.47 -3.88
H -0.45 5.54 -4.09
O 6.61 6.17 -3.04
H 5.72 6.40 -3.32
H 6.90 6.94 -2.53
O -0.36 -3.24 -9.99
H 0.10 -4.08 -10.09
H 0.04 -2.66 -10.65
O 5.14 6.25 -5.65
H 5.62 5.42 -5.74
H 5.51 6.80 -6.35
O 0.50 -7.53 1.78
H 1.12 -6.92 2.20
H 0.89 -7.69 0.91
O 6.16 1.77 -6.83
H 5.75 2.55 -7.21
H 5.72 1.68 -5.97
O -5.50 -7.43 -1.83
H -5.64 -7.72 -0.92
H -6.37 -7.47 -2.22
O 7.57 2.84 5.99
H 7.35 2.09 5.43
H 8.28 3.29 5.52
```

gap between HOMO and LUMO = 0.3450 Ha
charge = 0
maximum force = 2.69 eV/A
HOMO level = -9.5 eV
spin multiplicity = 1

# 9
# C9H7AsF24N2O15S6Zr

A molecular structure, C9H7AsF24N2O15S6Zr (ωB97M-V/def2-TZVPD, the OMol25 dataset).

Structure (XYZ):
```
65
Properties=species:S:1:pos:R:3
Zr 0.03 0.19 0.23
C -0.65 -2.99 -2.47
C 0.48 -1.95 -2.46
C 0.74 -1.43 -3.87
O 0.15 -0.89 -1.61
H -1.65 -2.59 -2.58
H -0.56 -3.67 -1.62
H -0.45 -3.61 -3.35
H 1.41 -2.43 -2.12
H 1.32 -0.51 -3.86
H -0.19 -1.24 -4.40
H 1.37 -2.09 -4.48
As 1.17 -3.30 1.68
F 2.72 -2.78 1.13
F 1.39 -2.59 3.23
F -0.47 -3.69 2.07
F 0.95 -4.07 0.13
F 1.78 -4.80 2.33
F 0.50 -1.71 1.04
C -2.12 4.01 0.32
F -1.91 5.32 0.40
F -2.36 3.53 1.51
F -3.13 3.71 -0.48
S -0.50 3.27 -0.40
O 0.01 4.22 -1.34
O 0.34 2.98 0.76
N -0.96 1.66 -0.92
S -1.33 1.95 -2.53
O -1.92 3.24 -2.81
O -0.32 1.50 -3.44
C -2.87 0.89 -2.77
F -2.74 -0.28 -2.18
F -3.94 1.52 -2.35
F -2.97 0.67 -4.08
C 3.92 -0.30 -1.74
F 3.78 -1.33 -0.94
F 5.21 -0.01 -1.93
F 3.40 -0.60 -2.91
S 3.15 1.32 -1.04
O 4.26 2.15 -0.73
O 2.28 1.81 -2.09
N 2.11 0.74 0.28
S 3.18 0.69 1.53
O 2.49 -0.06 2.54
O 4.52 0.26 1.22
C 3.29 2.44 2.22
F 4.50 2.68 2.69
F 2.96 3.36 1.31
F 2.41 2.53 3.21
C -3.98 -2.23 0.13
F -4.42 -1.89 -1.09
F -5.01 -2.76 0.80
F -3.04 -3.16 0.01
S -3.30 -0.73 1.08
O -4.06 0.41 0.63
O -3.44 -1.11 2.46
O -1.89 -0.79 0.62
C -0.59 -0.12 4.72
F -1.12 0.17 5.90
F 0.74 -0.22 4.86
F -1.05 -1.27 4.28
S -0.88 1.31 3.53
O -0.32 0.81 2.22
O -2.30 1.49 3.45
O -0.12 2.39 4.10
```

gap between HOMO and LUMO = 0.3372 Ha
relative energy (zero: lowest compared OMol25 entry of this formula, charge and spin) = 0.000 eV
charge = -2
maximum force = 5.48 eV/A
HOMO level = -5.3 eV
spin multiplicity = 1

# 10
# C9H7Au2Cl2NO3

A molecular structure, C9H7Au2Cl2NO3 (ωB97M-V/def2-TZVPD, the OMol25 dataset).

Structure (XYZ):
```
24
Properties=species:S:1:pos:R:3
Au -1.79 4.68 -1.51
Au -0.63 2.28 -0.31
Cl -0.10 3.15 -2.38
Cl -3.08 2.79 -0.99
C -0.31 1.07 1.20
C -0.95 6.25 -2.36
C -3.13 6.08 -1.37
O -0.33 0.92 2.36
O -0.73 7.10 -3.10
O -4.10 6.67 -1.23
C 1.65 -4.86 0.72
C 1.24 -3.41 0.67
C -0.08 -3.04 0.38
C -0.47 -1.71 0.43
N 0.43 -0.72 0.62
C 1.70 -1.05 0.93
C 2.14 -2.37 0.90
H 1.10 -5.39 1.51
H 1.48 -5.41 -0.22
H 2.73 -4.95 0.92
H -0.81 -3.81 0.14
H -1.52 -1.42 0.38
H 2.37 -0.23 1.25
H 3.19 -2.60 1.07
```

gap between HOMO and LUMO (alpha / beta) = 0.2113 / 0.1445 Ha
relative energy (zero: lowest compared OMol25 entry of this formula, charge and spin) = 0.000 eV
charge = +4
maximum force = 8.49 eV/A
HOMO level (alpha / beta) = -21.4 / -24.0 eV
spin multiplicity = 5

# 11
# C9H7F2N3

2 unconnected molecules or ions with the total composition C9H7F2N3 (ωB97M-V/def2-TZVPD, the OMol25 dataset).

Structure (XYZ):
```
21
Properties=species:S:1:pos:R:3
C 1.78 1.77 -0.45
C 1.73 0.77 -1.44
C 0.76 2.08 0.45
C 0.59 -0.01 -1.59
C -0.36 1.27 0.40
C -0.38 0.28 -0.65
C 0.67 -2.11 1.71
C 1.17 -0.99 1.88
C -1.77 -1.75 -0.55
N -1.47 1.28 1.14
N -2.19 0.34 0.58
N -1.59 -0.36 -0.42
F -1.46 -2.28 -1.78
F -3.00 -2.11 -0.25
H 2.83 2.24 -0.43
H 2.57 0.77 -2.11
H 0.89 2.88 1.17
H 0.35 -0.81 -2.33
H 0.58 -3.11 1.63
H -2.97 -0.17 1.08
H 1.27 0.02 1.98
```

gap between HOMO and LUMO (alpha / beta) = 0.2419 / 0.2825 Ha
relative energy (zero: lowest compared OMol25 entry of this formula, charge and spin) = 4.223 eV
charge = 0
maximum force = 5.71 eV/A
HOMO level (alpha / beta) = -6.9 / -7.9 eV
spin multiplicity = 1

# 12
# C9H7InNO4S

A molecular structure, C9H7InNO4S (ωB97M-V/def2-TZVPD, the OMol25 dataset).

Structure (XYZ):
```
23
Properties=species:S:1:pos:R:3
In -0.29 0.06 -1.53
O 0.02 2.98 0.93
C -0.04 2.18 0.11
C -0.25 -2.12 0.02
O -0.21 -3.00 0.76
C 2.09 -0.07 -0.65
O 3.21 -0.16 -0.43
C -2.40 0.22 -0.58
O -3.36 0.30 0.07
C -0.03 0.74 -3.70
H -0.89 1.37 -3.90
H 0.89 1.28 -3.88
C -0.10 -0.66 -3.76
H 0.77 -1.28 -3.99
H -1.01 -1.19 -4.01
S -1.12 -0.15 4.00
C 0.62 -0.06 4.15
C 1.19 0.02 2.89
N 0.28 -0.02 1.86
C -0.96 -0.17 2.26
H 1.20 -0.05 5.07
H 2.25 0.09 2.65
H -1.84 -0.32 1.64
```

gap between HOMO and LUMO = 0.1479 Ha
charge = +3
maximum force = 6.48 eV/A
HOMO level = -18.6 eV
spin multiplicity = 1

# 13
# C9H7N2O5STc

A molecular structure, C9H7N2O5STc (ωB97M-V/def2-TZVPD, the OMol25 dataset).

Structure (XYZ):
```
25
Properties=species:S:1:pos:R:3
O -3.01 -0.03 -1.91
C -1.96 -0.43 -1.49
Tc 0.42 0.52 -0.09
C 1.16 -0.47 1.31
O 1.63 -1.06 2.22
C 1.35 2.05 0.75
O 1.87 2.94 1.30
C -1.19 0.85 0.97
O -2.08 0.99 1.71
C 1.68 -0.29 -1.32
O 2.48 -0.83 -1.96
H -0.85 -0.64 -1.78
C 1.33 -4.05 0.25
N 0.51 -3.80 -0.94
C 0.68 -4.38 -2.20
C -0.20 -3.80 -3.03
N -0.96 -2.92 -2.28
C -0.50 -2.90 -1.00
S -1.08 -1.85 0.27
H 1.93 -3.18 0.48
H 0.67 -4.25 1.08
H 1.96 -4.91 0.06
H 1.40 -5.17 -2.35
H -0.37 -3.93 -4.09
H -1.75 -2.36 -2.60
```

gap between HOMO and LUMO (alpha / beta) = 0.2158 / 0.1994 Ha
relative energy (zero: lowest compared OMol25 entry of this formula, charge and spin) = 1.513 eV
charge = +3
maximum force = 7.66 eV/A
HOMO level (alpha / beta) = -19.0 / -21.7 eV
spin multiplicity = 4

# 14
# C9H7N2P

A molecular structure, C9H7N2P (ωB97M-V/def2-TZVPD, the OMol25 dataset).

Structure (XYZ):
```
19
Properties=species:S:1:pos:R:3
C -3.50 0.76 -0.90
C -4.18 -1.18 0.45
C 1.36 -1.07 -0.58
C 0.28 -1.93 -0.92
C 1.13 0.09 0.13
C -1.05 -1.56 -0.50
C -0.14 0.46 0.44
C -1.17 -0.40 0.15
C -0.33 1.82 1.12
N -3.49 0.96 -2.04
N -4.96 -1.99 0.25
P -3.37 0.34 0.81
H 2.40 -1.31 -0.95
H 0.44 -2.80 -1.44
H 1.88 0.92 0.14
H -1.79 -2.40 -0.80
H -0.03 2.53 0.41
H -1.47 1.99 1.10
H 0.25 1.81 2.08
```

gap between HOMO and LUMO = 0.3234 Ha
relative energy (zero: lowest compared OMol25 entry of this formula, charge and spin) = 1.886 eV
charge = 0
maximum force = 4.86 eV/A
HOMO level = -9.7 eV
spin multiplicity = 1

# 15
# C9H7N3

C9H7N3 in the gas phase (ωB97M-V/def2-TZVPD, the OMol25 dataset).

Structure (XYZ):
```
19
Properties=species:S:1:pos:R:3
C 2.67 0.99 -0.36
C 3.33 -0.18 0.06
C 1.28 -1.21 0.48
C 0.57 -0.15 -0.01
C 1.30 0.99 -0.44
C -0.92 -0.11 -0.02
C -1.74 -1.13 -0.47
C -3.60 -0.07 0.05
C -1.67 0.96 0.52
H 3.25 1.95 -0.53
H 4.38 -0.30 0.01
H 0.77 -2.08 0.97
H 0.80 1.92 -0.81
H -1.22 -1.93 -0.96
H -4.66 -0.04 0.01
H -1.11 1.81 0.91
N 2.62 -1.25 0.47
N -3.06 -1.17 -0.42
N -2.98 0.99 0.53
```

gap between HOMO and LUMO = 0.3641 Ha
relative energy (zero: lowest compared OMol25 entry of this formula, charge and spin) = 0.515 eV
charge = 0
structure (SMILES) = c1cncc(-c2cncnc2)c1
maximum force = 2.45 eV/A
HOMO level = -9.5 eV
spin multiplicity = 1

# 16
# C9H7N3O3PtS

A molecular structure, C9H7N3O3PtS (ωB97M-V/def2-TZVPD, the OMol25 dataset).

Structure (XYZ):
```
24
Properties=species:S:1:pos:R:3
Pt -0.02 0.05 0.23
N 4.44 0.67 -0.08
C 3.06 0.57 -0.41
S 1.92 1.39 0.63
N 2.73 -0.11 -1.44
N 1.35 -0.20 -1.62
C 0.95 0.22 -2.84
C -0.32 0.11 -3.44
C -0.62 0.76 -4.67
C -1.85 0.66 -5.29
C -2.87 -0.11 -4.71
C -2.62 -0.77 -3.49
C -1.37 -0.70 -2.84
O -1.08 -1.34 -1.76
H 4.62 1.50 0.47
H 4.99 0.66 -0.92
H 1.72 0.72 -3.42
H 0.17 1.36 -5.13
H -2.03 1.17 -6.23
H -3.84 -0.19 -5.19
H -3.38 -1.39 -3.03
O -2.62 -1.52 0.46
C -1.64 -0.94 0.38
O -0.60 0.74 1.93
```

gap between HOMO and LUMO (alpha / beta) = 0.1025 / 0.1948 Ha
relative energy (zero: lowest compared OMol25 entry of this formula, charge and spin) = 1.556 eV
charge = -2
maximum force = 3.11 eV/A
HOMO level (alpha / beta) = 2.4 / -0.1 eV
spin multiplicity = 3